Computed, not measured: a molecular structure, C8H13LaN in a non-equilibrium geometry, with wB97M-V/def2-TZVPD.

```
23
C8H13LaN wB97M-V/def2-TZVPD
C -0.43 1.01 -1.94
C 0.97 1.09 -1.66
C 1.14 1.92 -0.52
C -0.14 2.33 -0.07
C -1.12 1.79 -0.95
La -0.75 -0.65 0.28
N -3.56 0.10 0.07
C 0.80 -2.38 0.11
C 2.01 -1.99 -0.46
H 2.11 2.26 -0.14
H 1.77 0.66 -2.26
H -0.33 3.03 0.75
H -2.20 1.93 -0.89
H -0.88 0.51 -2.81
H 2.14 -1.74 -1.53
H 0.80 -2.78 1.18
H -3.97 -0.84 -0.16
H 2.90 -2.39 0.03
H -0.01 -2.80 -0.52
C -0.30 -0.30 2.62
H -1.19 0.32 2.87
H 0.66 0.19 2.87
H -0.40 -1.29 3.12
```

The energy comes out at -398.771868 Ha. As for the HOMO energy (alpha / beta): -0.07781 / -0.15652 hartree. For the orbital gap (alpha / beta), the calculation gives 4.92 / 6.79 eV. The charge is -1.

Okay, here come the Mulliken numbers, in e, for every atom: number 1, C, carries -0.808; number 2, C, carries -0.500; number 3, C, carries -0.377; number 4, C, carries -0.547; number 5, C, carries -0.611; number 6, La, carries 1.039; number 7, N, carries -0.699; number 8, C, carries -0.403; number 9, C, carries -0.893; number 10, H, carries 0.366; number 11, H, carries 0.480; number 12, H, carries 0.403; number 13, H, carries 0.499; number 14, H, carries 0.463; number 15, H, carries 0.232; number 16, H, carries 0.271; number 17, H, carries 0.072; number 18, H, carries 0.214; number 19, H, carries 0.212; number 20, C, carries -1.410; number 21, H, carries 0.306; number 22, H, carries 0.300; number 23, H, carries 0.392

Computed, not measured: C8H13N in the gas phase in a non-equilibrium geometry, with wB97M-V/def2-TZVPD.

```
22
C8H13N wB97M-V/def2-TZVPD
C -2.86 1.10 -0.06
N -2.17 0.50 0.85
C -0.80 0.58 0.69
C -0.21 1.84 1.28
C -0.11 -0.41 0.08
C -0.86 -1.63 -0.44
C 1.35 -0.45 -0.17
C 2.29 0.12 0.60
C 1.83 -1.27 -1.36
H -3.96 1.08 -0.02
H -2.41 1.63 -0.92
H 0.23 1.63 2.26
H 0.52 2.30 0.62
H -0.99 2.60 1.46
H -0.88 -1.63 -1.53
H -0.38 -2.56 -0.09
H -1.90 -1.69 -0.10
H 3.35 0.04 0.36
H 2.07 0.67 1.51
H 1.31 -0.98 -2.28
H 2.90 -1.13 -1.55
H 1.68 -2.34 -1.18
```

The energy comes out at -367.313126 Ha. As for the HOMO energy: -0.29149 hartree. For the orbital gap, the calculation gives 8.93 eV. The SMILES is C=N/C(C)=C(\C)C(=C)C.

Okay, here come the Mulliken numbers, in e, for every atom: number 1, C, carries -0.355; number 2, N, carries -0.509; number 3, C, carries 0.906; number 4, C, carries -1.434; number 5, C, carries 0.325; number 6, C, carries -1.589; number 7, C, carries 0.950; number 8, C, carries -1.245; number 9, C, carries -1.360; number 10, H, carries 0.281; number 11, H, carries 0.283; number 12, H, carries 0.291; number 13, H, carries 0.459; number 14, H, carries 0.366; number 15, H, carries 0.310; number 16, H, carries 0.349; number 17, H, carries 0.423; number 18, H, carries 0.277; number 19, H, carries 0.271; number 20, H, carries 0.307; number 21, H, carries 0.393; number 22, H, carries 0.300

Computed, not measured: C8H13N in the gas phase in a non-equilibrium geometry, with wB97M-V/def2-TZVPD.

```
22
C8H13N wB97M-V/def2-TZVPD
C -0.44 1.38 2.16
C -0.47 0.57 1.09
C 0.31 0.77 -0.28
C 1.71 1.36 -0.06
C 0.34 -0.67 -0.90
C -0.41 -0.80 -2.19
C -0.20 -1.47 0.33
N -1.39 -2.12 0.88
C -1.35 -0.61 0.78
H 0.17 2.27 2.17
H -1.16 1.17 2.95
H -0.28 1.49 -0.90
H 1.66 2.29 0.63
H 2.46 0.65 0.40
H 2.19 1.65 -1.04
H 1.34 -0.99 -1.17
H -0.58 -1.91 -2.43
H -1.43 -0.37 -2.18
H 0.09 -0.36 -3.07
H 0.62 -1.51 1.00
H -1.10 -2.46 1.84
H -2.07 -0.32 0.00
```

The energy comes out at -367.210048 Ha. As for the HOMO energy: -0.30878 hartree. For the orbital gap, the calculation gives 9.38 eV. The SMILES is C=C1[C@@H](C)[C@H](C)[C@@H]2N[C@@H]12.

Okay, here come the Mulliken numbers, in e, for every atom: number 1, C, carries -1.035; number 2, C, carries 0.173; number 3, C, carries 0.549; number 4, C, carries -1.338; number 5, C, carries 0.025; number 6, C, carries -1.558; number 7, C, carries 0.088; number 8, N, carries -0.650; number 9, C, carries -0.279; number 10, H, carries 0.236; number 11, H, carries 0.303; number 12, H, carries 0.278; number 13, H, carries 0.305; number 14, H, carries 0.255; number 15, H, carries 0.377; number 16, H, carries 0.391; number 17, H, carries 0.338; number 18, H, carries 0.291; number 19, H, carries 0.414; number 20, H, carries 0.328; number 21, H, carries 0.299; number 22, H, carries 0.209

Computed, not measured: a gas-phase ion, C8H13N2 (charge +1) in a non-equilibrium geometry, with wB97M-V/def2-TZVPD.

```
23
C8H13N2 wB97M-V/def2-TZVPD
C 2.68 0.04 0.20
C 1.43 -0.76 0.30
N 0.63 -1.01 -0.80
C 0.14 0.30 -1.29
C -0.94 0.50 -0.11
C -1.74 1.73 -0.38
N -0.09 0.59 1.08
C -1.62 -0.86 -0.23
C -0.60 -1.70 -0.62
C -1.53 -2.10 0.51
H 2.45 1.09 0.36
H 3.03 -0.02 -0.78
H 3.41 -0.39 0.86
H 1.29 -1.61 1.13
H -0.29 0.21 -2.40
H 0.96 1.05 -1.04
H -2.58 1.54 -1.06
H -1.08 2.40 -0.89
H -1.99 2.16 0.51
H -0.54 0.44 1.98
H 0.46 1.49 0.97
H -1.23 -2.22 1.52
H -2.24 -2.89 0.18
```

The energy comes out at -421.680754 Ha. As for the HOMO energy: -0.48369 hartree. For the orbital gap, the calculation gives 9.03 eV. The charge is +1. The SMILES is C/C=[N+]1\C[C@](C)(N)C2=C1C2.

Okay, here come the Mulliken numbers, in e, for every atom: number 1, C, carries -1.276; number 2, C, carries 0.279; number 3, N, carries 0.123; number 4, C, carries -0.861; number 5, C, carries 1.457; number 6, C, carries -1.737; number 7, N, carries -0.436; number 8, C, carries -0.126; number 9, C, carries -0.228; number 10, C, carries -0.563; number 11, H, carries 0.319; number 12, H, carries 0.437; number 13, H, carries 0.333; number 14, H, carries 0.380; number 15, H, carries 0.371; number 16, H, carries 0.287; number 17, H, carries 0.375; number 18, H, carries 0.402; number 19, H, carries 0.472; number 20, H, carries 0.261; number 21, H, carries 0.264; number 22, H, carries 0.228; number 23, H, carries 0.239

Computed, not measured: a molecular structure, C8H13N2O2 in a non-equilibrium geometry, with wB97M-V/def2-TZVPD.

```
25
C8H13N2O2 wB97M-V/def2-TZVPD
C 1.94 0.53 -1.26
C 1.27 -0.45 0.41
C 2.47 -0.03 -0.10
C 3.75 0.19 0.57
C -1.84 -0.40 -1.53
C -1.65 -1.05 0.98
C -1.48 1.41 0.29
C -1.21 -0.13 -0.18
N 0.76 0.40 -1.67
N 0.20 -0.23 -0.48
O -1.02 -2.30 0.86
O -0.48 2.23 -0.23
H 1.20 -0.87 1.35
H 4.48 -0.12 -0.14
H 3.99 -0.54 1.38
H 3.99 1.25 0.70
H -1.09 -0.90 -2.25
H -2.27 0.60 -1.90
H -2.61 -1.11 -1.43
H -2.74 -0.95 1.07
H -1.20 -0.57 1.89
H -1.55 1.47 1.40
H -2.46 1.41 -0.23
H -1.67 -2.97 0.52
H -0.76 3.12 -0.03
```

The energy comes out at -572.139418 Ha. As for the HOMO energy: -0.51274 hartree. For the orbital gap, the calculation gives 6.52 eV. The charge is +1.

Okay, here come the Mulliken numbers, in e, for every atom: number 1, C, carries 0.262; number 2, C, carries -0.234; number 3, C, carries 0.280; number 4, C, carries -1.225; number 5, C, carries -1.068; number 6, C, carries -1.316; number 7, C, carries -0.828; number 8, C, carries 1.412; number 9, N, carries -0.680; number 10, N, carries 0.409; number 11, O, carries -0.516; number 12, O, carries -0.474; number 13, H, carries 0.524; number 14, H, carries 0.389; number 15, H, carries 0.363; number 16, H, carries 0.302; number 17, H, carries 0.333; number 18, H, carries 0.249; number 19, H, carries 0.396; number 20, H, carries 0.490; number 21, H, carries 0.446; number 22, H, carries 0.382; number 23, H, carries 0.371; number 24, H, carries 0.370; number 25, H, carries 0.361

Computed, not measured: 2 unconnected molecules or ions with the total composition C8H13N2O2 in a non-equilibrium geometry, with wB97M-V/def2-TZVPD.

```
25
C8H13N2O2 wB97M-V/def2-TZVPD
C -0.97 -1.51 -0.52
C -1.05 -2.05 0.72
C 0.45 -0.41 0.85
C -1.53 -1.69 -1.88
C -1.23 -0.30 -2.45
C 0.10 0.14 -1.73
C 0.54 2.43 1.94
C 1.57 1.35 1.86
N 0.02 -0.51 -0.39
N 2.48 1.66 0.99
O -0.27 -1.32 1.55
O -1.83 -3.08 1.19
H -0.90 -2.42 -2.46
H -2.56 -2.12 -1.90
H -0.90 -0.37 -3.51
H -2.01 0.53 -2.24
H 0.96 -0.22 -2.19
H 0.17 1.14 -1.66
H 0.79 2.96 2.85
H 0.65 3.16 1.14
H -0.51 2.09 1.94
H 2.00 0.87 2.73
H 3.30 1.11 1.11
H 2.19 2.06 0.13
H -1.46 -3.50 1.91
```

The energy comes out at -572.290150 Ha. As for the HOMO energy: -0.45383 hartree. For the orbital gap, the calculation gives 9.13 eV. The charge is +1.

Okay, here come the Mulliken numbers, in e, for every atom: number 1, C, carries 0.151; number 2, C, carries 0.101; number 3, C, carries -0.028; number 4, C, carries -0.536; number 5, C, carries -0.569; number 6, C, carries -0.791; number 7, C, carries -1.058; number 8, C, carries 0.136; number 9, N, carries 0.314; number 10, N, carries -0.302; number 11, O, carries -0.279; number 12, O, carries -0.470; number 13, H, carries 0.225; number 14, H, carries 0.356; number 15, H, carries 0.334; number 16, H, carries 0.308; number 17, H, carries 0.385; number 18, H, carries 0.478; number 19, H, carries 0.351; number 20, H, carries 0.373; number 21, H, carries 0.301; number 22, H, carries 0.395; number 23, H, carries 0.265; number 24, H, carries 0.227; number 25, H, carries 0.331